No. 1
DFT (ωB97M-V with the def2-TZVPD basis set) results for 9 unconnected molecules or ions with the total composition C38H68ClN12O6 at a distorted geometry.

Positions of all 125 atoms, in Å:
C 12.1770 29.7060 14.6649
C 11.5253 28.5018 15.2390
N 11.9492 27.2325 14.6470
C 13.2191 26.6319 14.5101
C 13.0040 25.2994 14.2324
N 11.6327 25.1403 14.2065
C 11.0464 26.2654 14.5646
C 10.8964 23.9475 13.8285
H 12.0735 29.8334 13.5877
H 13.2576 29.8112 14.8300
H 11.6967 30.5304 15.1618
H 10.4752 28.5755 14.9956
H 11.8005 28.5018 16.2766
H 14.1593 27.1711 14.6941
H 13.6437 24.4150 13.9931
H 9.9910 26.4503 14.7179
H 11.0593 23.1622 14.5614
H 11.2761 23.6331 12.8659
H 9.8493 24.2378 13.6537
C 18.7244 21.2441 16.2766
C 18.2630 20.7578 17.6198
N 16.7669 20.7258 17.7927
C 16.0711 21.6826 18.4736
C 14.8389 21.1471 18.7530
N 14.8511 19.8527 18.2588
C 16.0299 19.6705 17.6537
C 13.7503 18.8450 18.3679
H 18.2854 20.6603 15.4676
H 19.8175 21.1245 16.2186
H 18.3923 22.2743 16.1335
H 18.6688 21.3648 18.3712
H 18.6799 19.7381 17.8577
H 16.4677 22.6911 18.5776
H 14.0574 21.5714 19.3309
H 16.3800 18.7202 17.3629
H 12.8179 19.4378 18.3531
H 13.9505 18.3573 19.2976
H 13.8313 18.2445 17.4692
C 15.0203 9.5241 8.3684
C 14.3007 9.4281 9.7947
N 13.9386 10.7897 10.3988
C 13.9224 10.9969 11.7297
C 13.7188 12.2795 12.0350
N 13.6718 12.8959 10.8122
C 13.8297 11.9915 9.8425
C 13.5809 14.3376 10.6842
H 15.5374 10.4442 8.2423
H 14.3372 9.3226 7.5084
H 15.7788 8.7651 8.3989
H 14.8916 8.9047 10.5793
H 13.3193 8.9343 9.6930
H 13.9848 10.1677 12.4335
H 13.4527 12.8569 12.9162
H 13.9970 12.2910 8.8015
H 12.5886 14.7023 10.9557
H 13.8786 14.7996 9.7145
H 14.2374 14.8176 11.4138
C 11.1637 18.0390 14.9030
C 11.7127 17.6773 13.5612
N 11.6930 18.7735 12.6320
C 12.1631 20.0323 12.8056
C 11.8560 20.7855 11.7013
N 11.2399 19.9088 10.7983
C 11.2037 18.7188 11.3780
C 10.5566 20.3365 9.6127
H 10.1220 18.3605 14.8124
H 11.6930 18.8742 15.3516
H 11.1561 17.1761 15.5407
H 11.1231 16.8460 13.0110
H 12.6654 17.1834 13.5642
H 12.6129 20.2995 13.7785
H 12.0970 21.8063 11.5246
H 10.6778 17.8718 10.9797
H 9.5676 20.5843 9.8507
H 10.5625 19.5977 8.8154
H 10.9347 21.2168 9.2152
C 20.8822 17.2008 9.8637
C 20.3606 15.7727 9.9969
N 19.2812 15.7969 11.0704
C 18.2334 16.6931 11.2391
C 17.4872 16.2664 12.2451
N 18.0555 15.0599 12.7067
C 19.1563 14.8100 11.9469
C 17.5211 14.1354 13.6677
H 21.5954 17.4176 9.0483
H 21.4224 17.4999 10.7856
H 20.1054 17.9196 9.6832
H 21.0891 15.0060 10.2599
H 19.8093 15.4522 9.1139
H 18.0616 17.5711 10.6533
H 16.6599 16.7424 12.7843
H 19.7477 13.9192 11.8195
H 18.2702 13.4215 13.9947
H 16.6914 13.4979 13.3085
H 17.2074 14.6974 14.5030
C 7.7132 15.2960 21.6800
C 8.7894 14.2995 21.4477
N 9.6950 14.5810 20.3000
C 9.3594 14.8273 18.9879
C 10.5203 14.8544 18.2206
N 11.5105 14.6027 19.1517
C 10.9936 14.4793 20.3805
C 12.9174 14.5112 18.7573
H 8.0626 16.3486 21.6413
H 7.2355 15.1298 22.6632
H 6.8687 15.1498 20.9702
H 8.3877 13.2676 21.3363
H 9.3909 14.2538 22.3367
H 8.3456 14.9765 18.7381
H 10.7337 14.9465 17.1781
H 11.6623 14.2297 21.1797
H 13.4964 14.8520 19.5946
H 13.1273 15.1286 17.8770
H 13.1220 13.4389 18.4874
O 15.3802 19.5823 13.8437
C 14.8192 18.4688 14.3823
O 15.1322 17.3942 13.7793
O 14.1202 18.5642 15.4489
H 14.9141 20.3756 14.2518
O 13.4664 15.4112 13.8857
C 12.8045 14.5784 14.8169
O 12.6977 15.0859 15.9430
O 12.4186 13.5031 14.4153
H 13.7873 16.1539 14.4074
Cl 13.6463 21.9592 14.8279

Forces on atoms 1 to 2 (eV/Å):
1.073 0.836 -0.879
0.995 0.218 -0.775

Summary:
- Total charge: +3

---

No. 2
DFT (ωB97M-V with the def2-TZVPD basis set) results for C22H24F3NO3 in the gas phase.

Positions of all 53 atoms, in Å:
C 2.0746 3.3422 -2.0803
C 1.4373 4.6164 -1.5379
O 0.5070 4.3569 -0.5023
C 0.9602 3.7202 0.6328
C 2.2102 3.8763 1.2043
C 2.5296 3.1771 2.3584
C 1.6175 2.3110 2.9268
C 0.3579 2.1357 2.3664
C -0.6067 1.1262 2.9219
N -0.1744 -0.2391 2.6204
C -1.1262 -1.2486 3.0436
C -2.3448 -1.3725 2.1188
C -1.8987 -1.6033 0.6747
C -0.9467 -0.4824 0.2606
C -0.3576 -0.5741 -1.1160
O -0.0134 0.4033 -1.7420
C -0.1282 -1.9606 -1.6419
C 1.1168 -2.5621 -1.4976
C 1.3361 -3.8412 -1.9792
C 0.3201 -4.5316 -2.6163
C -0.9184 -3.9239 -2.7706
C -2.0224 -4.6437 -3.4923
F -2.0489 -4.3457 -4.8059
F -1.9129 -5.9789 -3.4152
F -3.2394 -4.3347 -3.0158
C -1.1475 -2.6412 -2.2933
C 0.2443 -0.4746 1.2667
C 0.0239 2.8577 1.2249
O -1.2023 2.7249 0.6508
H 2.6478 3.5716 -2.9739
H 1.3057 2.6127 -2.3264
H 2.7382 2.9009 -1.3397
H 0.8390 5.1043 -2.3119
H 2.2051 5.3233 -1.1992
H 2.9363 4.5386 0.7590
H 3.5042 3.3071 2.8034
H 1.8760 1.7449 3.8080
H -0.6376 1.2060 4.0133
H -1.6083 1.3480 2.5307
H -1.4469 -1.0179 4.0616
H -0.5936 -2.2057 3.0633
H -2.9687 -2.2016 2.4551
H -2.9427 -0.4609 2.1726
H -2.7717 -1.6276 0.0195
H -1.3920 -2.5695 0.6008
H -1.4448 0.4881 0.3434
H 1.9146 -2.0216 -1.0105
H 2.3045 -4.3023 -1.8615
H 0.4822 -5.5301 -2.9917
H -2.1121 -2.1776 -2.4325
H 0.9704 0.2867 0.9778
H 0.7315 -1.4549 1.2398
H -1.1839 3.2484 -0.1656

Forces on atoms 1 to 2 (eV/Å):
-0.196 0.217 0.229
0.341 -0.063 -0.493

Summary:
- Energy relative to the best compared isomer or geometry (same formula, charge and spin): 6.8 kcal/mol
- Total charge: 0

---

No. 3
DFT (ωB97M-V with the def2-TZVPD basis set) results for a molecular structure, Cl3F6N3O12S6Y at a distorted geometry.

Positions of all 31 atoms, in Å:
Y 11.4845 -24.7380 0.3305
Cl 11.8647 -27.9071 3.4511
Cl 8.6092 -22.7382 3.0633
Cl 14.4097 -26.5947 -2.0613
N 17.7009 -22.9742 4.0667
S 16.0320 -22.7923 4.3205
O 15.2049 -23.1178 3.1231
O 15.4660 -21.8103 5.2022
F 15.8700 -24.0557 5.3229
S 17.7953 -21.4909 3.8787
O 18.1880 -20.7719 5.0860
O 17.0638 -20.8351 2.7962
F 19.2441 -21.4865 3.0990
N 8.4421 -26.1079 -1.9778
S 8.1986 -27.7195 -2.7159
O 9.0781 -28.0688 -3.7857
O 6.8838 -28.2934 -2.6419
F 8.7682 -28.5407 -1.4524
S 7.1998 -25.5814 -2.6331
O 5.9161 -25.7250 -1.9845
O 7.1771 -25.5683 -4.0999
F 7.4716 -24.0024 -2.3116
N 11.9630 -21.1107 -1.4871
S 12.0732 -19.5756 -1.1196
O 10.8120 -18.8227 -0.9600
O 13.2406 -18.8476 -1.4934
F 12.3133 -19.9226 0.4761
S 11.9259 -20.6911 -3.1671
O 13.1778 -20.7747 -3.8531
O 10.9724 -19.7219 -3.6617
F 11.2480 -22.1414 -3.6517

Forces on atoms 1 to 2 (eV/Å):
0.136 -0.589 0.440
-0.142 0.866 -0.933

Summary:
- Energy relative to the best compared isomer or geometry (same formula, charge and spin): 250.9 kcal/mol
- Total charge: -3

---

No. 4
DFT (ωB97M-V with the def2-TZVPD basis set) results for C3H6N2O2 in the gas phase.

Positions of all 13 atoms, in Å:
H -2.6448 -0.0715 1.0074
N -1.7217 0.1366 0.6376
C -0.8295 -0.0922 1.5107
O 0.4721 0.1155 1.3160
C 0.8844 0.8164 0.1368
C 1.1168 -0.0679 -1.0910
N 0.1400 -0.9710 -1.3638
O 2.1251 0.0688 -1.7606
H -0.9894 -0.4856 2.5179
H 0.1509 1.5951 -0.1019
H 1.8425 1.2668 0.3908
H 0.2365 -1.4752 -2.2328
H -0.7829 -0.8356 -0.9673

Forces on atoms 1 to 2 (eV/Å):
0.077 0.015 -0.013
0.194 -0.057 0.313

Summary:
- Energy relative to the best compared isomer or geometry (same formula, charge and spin): 28.4 kcal/mol
- Total charge: 0

---

No. 5
DFT (ωB97M-V with the def2-TZVPD basis set) results for a molecular structure, CH16Na4O11 at a distorted geometry.

Positions of all 32 atoms, in Å:
Na -2.8569 -1.3836 0.8183
Na 0.7846 -3.5301 -0.3823
Na 0.6926 -2.5524 2.6441
Na 2.5282 -0.6272 -1.4849
C 0.1494 -0.6676 0.1604
O -0.6285 0.0377 0.8666
O 0.0169 -0.9172 -1.1086
O 1.2043 -1.2752 0.6862
O -0.9657 -0.1920 3.7428
H -1.1090 -0.1400 2.7778
H -1.2633 -1.0630 4.0431
O 1.4856 2.6154 -0.5987
H 2.2164 2.4311 -1.2038
H 1.2412 1.7787 -0.1778
O -1.2335 2.0820 -1.8070
H -0.4007 1.6178 -1.6398
H -1.9329 1.4177 -1.7963
O 0.8259 2.3940 2.4933
H 1.0832 2.8616 1.6863
H 0.5302 1.5199 2.2099
O 0.2486 -0.3355 -3.8369
H 0.0674 -0.4760 -2.8907
H 1.0808 -0.7839 -4.0330
O -2.5050 -1.6795 -1.8219
H -2.1371 -2.1241 -2.5985
H -1.7945 -1.0487 -1.5799
O 3.7686 -1.6434 1.4590
H 2.8843 -1.2551 1.3335
H 4.1886 -1.5447 0.5979
O -2.9881 1.2872 0.2596
H -3.1538 2.0675 0.8094
H -2.0277 1.1287 0.3717

Forces on atoms 1 to 2 (eV/Å):
-0.565 0.989 -0.696
0.063 0.467 -0.594

Summary:
- Energy relative to the best compared isomer or geometry (same formula, charge and spin): 0.0 kcal/mol
- Total charge: +2

---

The records above give, respectively, DFT total energy values of -3056.69172 -1432.82255 -5474.08680 -377.91410 -1524.12659 Eh.